The following is a DFT calculation (wB97M-V/def2-TZVPD) of one molecule with the formula C20H27NO5S2 in a non-equilibrium geometry.

Values from the calculation:
- energy relative to the best compared isomer or geometry (same formula, charge and spin) (kcal per mole) = 0.0
- HOMO energy (Ha) = -0.32173
- 2S+1 = 1

Positions of all 55 atoms, in Å:
C  1.655  3.525  -2.082
C  2.353  2.594  -1.099
C  2.393  3.189  0.306
C  3.142  2.319  1.304
S  2.324  0.712  1.621
C  3.397  -0.434  0.664
C  3.069  -1.895  0.948
C  1.803  -2.388  0.247
N  0.618  -1.789  0.802
C  -0.476  -2.487  1.161
O  -0.600  -3.692  1.014
C  -1.551  -1.636  1.699
C  -2.789  -1.951  2.195
C  -3.442  -0.725  2.440
C  -2.562  0.261  2.079
C  -2.708  1.712  1.928
S  -3.227  2.051  0.164
O  -4.655  1.903  0.100
O  -2.657  3.318  -0.211
C  -2.447  0.739  -0.765
C  -3.090  -0.475  -0.896
C  -2.420  -1.555  -1.443
C  -1.102  -1.405  -1.878
O  -0.340  -2.393  -2.391
C  -0.821  -3.723  -2.342
C  -0.489  -0.148  -1.793
C  -1.152  0.913  -1.218
O  -1.410  -0.288  1.642
H  0.648  3.760  -1.743
H  2.205  4.459  -2.177
H  1.588  3.065  -3.064
H  1.822  1.640  -1.064
H  3.374  2.403  -1.442
H  1.372  3.344  0.661
H  2.885  4.165  0.272
H  3.193  2.814  2.274
H  4.154  2.100  0.963
H  4.421  -0.217  0.973
H  3.283  -0.208  -0.397
H  3.908  -2.503  0.602
H  2.967  -2.039  2.025
H  1.697  -3.468  0.372
H  1.862  -2.167  -0.826
H  0.629  -0.790  0.954
H  -3.170  -2.938  2.354
H  -4.431  -0.585  2.826
H  -3.492  2.126  2.553
H  -1.768  2.238  2.060
H  -4.110  -0.566  -0.556
H  -2.919  -2.507  -1.511
H  -1.724  -3.845  -2.946
H  -0.024  -4.333  -2.763
H  -1.011  -4.033  -1.311
H  0.516  -0.046  -2.170
H  -0.691  1.881  -1.113

***

The following is a DFT calculation (wB97M-V/def2-TZVPD) of a 2-piece molecular cluster, C4H13N2OPS overall in a non-equilibrium geometry.

Values from the calculation:
- energy relative to the best compared isomer or geometry (same formula, charge and spin) (kcal per mole) = 11.6
- HOMO energy (Ha) = -0.34797
- 2S+1 = 1

Positions of all 22 atoms, in Å:
C  -0.750  2.852  -0.388
C  0.872  1.166  0.542
C  2.538  -2.703  0.596
C  -0.591  1.470  0.240
N  -2.523  -1.470  -1.571
N  -1.142  0.469  -0.642
O  1.659  -1.975  -0.229
P  -2.332  -0.595  -0.309
S  -3.212  -0.453  1.413
H  -0.217  2.896  -1.335
H  -1.800  3.076  -0.569
H  -0.342  3.608  0.278
H  1.495  1.388  -0.324
H  0.997  0.114  0.782
H  1.214  1.763  1.381
H  2.932  -3.586  0.084
H  2.053  -3.014  1.527
H  3.364  -2.035  0.835
H  -1.179  1.417  1.165
H  0.922  -2.545  -0.478
H  -3.270  -2.141  -1.466
H  -0.688  0.300  -1.530

***

The following is a DFT calculation (wB97M-V/def2-TZVPD) of C8H2N2S5SbW as an isolated structure in a non-equilibrium geometry.

Values from the calculation:
- HOMO energy (alpha / beta) (Ha) = -0.32024 / -0.32528
- 2S+1 = 2

Positions of all 19 atoms, in Å:
W  1.000  -0.007  -2.743
S  -1.057  -0.898  -1.959
C  -0.727  -0.742  -0.245
C  -1.780  -0.598  0.655
C  -1.526  -0.333  1.995
C  -2.594  -0.119  2.900
N  -3.468  0.039  3.623
C  -0.193  -0.250  2.456
C  0.853  -0.507  1.580
C  0.603  -0.736  0.233
S  1.964  -0.991  -0.844
C  0.099  0.173  3.776
N  0.366  0.572  4.816
H  -2.798  -0.638  0.297
H  1.869  -0.488  1.942
S  2.020  2.750  -6.125
Sb  2.881  1.160  -4.702
S  1.418  2.198  -2.670
S  1.069  -0.584  -4.985

***

The following is a DFT calculation (wB97M-V/def2-TZVPD) of C23H67N5O8 as an isolated structure in a non-equilibrium geometry.

Values from the calculation:
- energy relative to the best compared isomer or geometry (same formula, charge and spin) (kcal per mole) = 356.9
- HOMO energy (Ha) = -0.30399
- 2S+1 = 1

Positions of all 103 atoms, in Å:
C  -1.046  1.936  -1.683
C  -0.926  0.511  -1.142
C  0.555  0.296  -0.885
O  1.212  0.442  -2.107
C  2.544  0.060  -1.978
N  -1.683  0.462  0.063
H  -0.763  2.347  -2.522
H  -0.620  2.761  -1.051
H  -2.031  2.407  -1.794
H  -1.261  -0.162  -2.023
H  0.617  -0.730  -0.432
H  0.935  1.130  -0.405
H  2.587  -1.034  -1.827
H  3.123  0.608  -1.198
H  3.015  0.252  -2.777
H  -1.460  1.395  0.643
H  -1.308  -0.231  0.607
C  0.799  -4.234  0.534
C  0.423  -2.972  1.618
C  -1.061  -2.919  2.053
O  -1.887  -2.580  0.879
C  -3.246  -2.626  1.246
N  1.152  -3.484  2.727
H  0.292  -3.854  -0.380
H  0.608  -5.088  0.823
H  1.799  -3.989  0.324
H  0.654  -1.931  1.387
H  -1.060  -2.253  3.039
H  -1.437  -3.932  2.301
H  -3.470  -3.628  1.390
H  -3.865  -2.392  0.199
H  -3.560  -2.011  1.988
H  0.893  -3.286  3.752
H  1.822  -2.737  2.602
C  1.124  0.984  4.179
C  -0.142  0.777  3.313
C  -1.393  0.590  4.146
O  -1.229  -0.549  4.935
C  -2.393  -1.006  5.493
N  -0.301  1.888  2.323
H  2.103  1.226  3.690
H  1.210  -0.014  4.667
H  0.968  1.704  5.064
H  -0.036  -0.037  2.566
H  -2.222  0.405  3.399
H  -1.836  1.278  4.773
H  -2.372  -1.931  6.188
H  -3.172  -1.207  4.797
H  -2.891  -0.157  6.223
H  0.596  2.320  1.795
H  -0.501  2.724  2.778
C  -2.855  -3.851  -2.310
C  -2.608  -3.041  -3.717
C  -1.105  -2.469  -3.530
O  -0.163  -3.519  -3.672
C  1.085  -3.025  -3.236
N  -2.535  -3.986  -4.822
H  -3.957  -4.476  -2.584
H  -2.729  -3.271  -1.402
H  -1.988  -4.466  -2.222
H  -3.452  -2.280  -3.899
H  -1.129  -2.243  -2.452
H  -0.853  -1.763  -4.192
H  1.007  -2.851  -2.219
H  1.572  -1.851  -3.818
H  1.823  -3.813  -3.169
H  -1.808  -4.616  -4.737
H  -2.570  -3.603  -5.741
C  3.687  1.893  1.560
C  3.282  3.396  1.334
C  2.856  3.802  -0.066
O  3.767  3.545  -1.070
C  3.431  3.726  -2.419
N  2.190  3.603  2.258
H  4.250  1.829  2.588
H  4.266  1.370  0.658
H  2.833  1.039  1.524
H  3.907  4.046  1.650
H  2.299  4.819  -0.041
H  1.977  3.343  -0.384
H  4.258  3.459  -3.008
H  3.087  4.774  -2.384
H  2.562  3.050  -2.510
H  1.964  4.730  2.123
H  2.497  3.729  3.285
C  -2.419  5.395  -0.074
O  -3.414  6.083  0.234
H  -1.777  5.156  0.787
H  -1.826  5.818  -0.866
H  -2.929  4.314  -0.340
H  -4.120  5.713  -0.228
C  -5.314  1.428  -0.840
O  -4.657  0.197  -0.672
H  -5.500  1.922  0.153
H  -6.379  1.262  -1.055
H  -4.778  2.297  -1.243
H  -3.987  0.352  -0.246
C  6.152  -1.144  -3.087
O  5.748  -1.927  -4.173
H  7.251  -1.037  -3.099
H  5.906  -1.498  -2.016
H  5.779  -0.179  -3.280
H  5.580  -2.740  -3.647

***

The following is a DFT calculation (wB97M-V/def2-TZVPD) of C20H26CoN2O7 as an isolated structure in a non-equilibrium geometry.

Values from the calculation:
- energy relative to the best compared isomer or geometry (same formula, charge and spin) (kcal per mole) = 8.2
- total charge = +1
- HOMO energy (Ha) = -0.41228
- 2S+1 = 1

Positions of all 56 atoms, in Å:
Co  1.438  -0.817  -0.699
C  -1.623  -4.534  -2.143
O  -0.580  -3.619  -2.540
C  0.112  -2.975  -1.644
O  0.948  -2.137  -2.004
N  -0.064  -3.216  -0.337
N  0.718  -2.420  0.501
H  -2.107  -4.833  -3.064
H  -2.343  -4.032  -1.497
H  -1.196  -5.413  -1.659
H  -0.633  -3.958  0.035
H  1.503  -2.939  0.889
H  0.147  -2.009  1.235
O  1.933  0.514  0.551
C  2.931  -0.179  0.949
O  3.055  -1.288  0.340
C  3.843  0.269  2.000
C  3.488  1.352  2.800
C  4.353  1.775  3.793
C  5.568  1.125  3.974
C  5.920  0.045  3.174
C  5.056  -0.391  2.185
H  2.539  1.847  2.639
H  4.085  2.609  4.427
H  6.248  1.464  4.744
H  6.867  -0.455  3.323
H  5.311  -1.228  1.549
C  -6.055  2.202  0.746
C  -4.706  1.772  0.229
C  -3.557  2.481  0.551
C  -2.308  2.113  0.062
C  -1.070  2.902  0.411
C  -2.233  0.997  -0.764
C  -3.366  0.261  -1.107
C  -3.256  -0.935  -2.022
C  -4.592  0.664  -0.600
C  -0.897  0.580  -1.282
O  -0.398  1.065  -2.292
O  -0.316  -0.343  -0.555
H  -5.960  2.919  1.560
H  -6.630  1.347  1.102
H  -6.636  2.673  -0.049
H  -3.631  3.348  1.199
H  -1.297  3.676  1.142
H  -0.659  3.384  -0.477
H  -0.288  2.258  0.822
H  -2.438  -1.591  -1.710
H  -3.047  -0.622  -3.047
H  -4.181  -1.510  -2.026
H  -5.483  0.098  -0.855
C  2.967  1.058  -2.450
O  1.840  0.223  -2.156
H  2.898  2.005  -1.918
H  2.985  1.224  -3.523
H  3.869  0.532  -2.150
H  0.930  0.660  -2.359

***

The following is a DFT calculation (wB97M-V/def2-TZVPD) of one molecule with the formula C4H7NO2.

Values from the calculation:
- energy relative to the best compared isomer or geometry (same formula, charge and spin) (kcal per mole) = 89.3
- HOMO energy (Ha) = -0.29536
- 2S+1 = 1

Positions of all 14 atoms, in Å:
O  1.738  1.685  0.112
N  1.450  0.622  -0.827
C  0.333  -0.061  -0.284
C  -0.588  0.270  0.618
O  -0.753  1.285  1.481
C  -1.393  -0.984  0.430
C  -0.292  -1.390  -0.608
H  2.667  1.924  -0.027
H  1.043  1.093  -1.629
H  0.039  1.839  1.376
H  -1.503  -1.650  1.291
H  -2.378  -0.825  -0.012
H  0.294  -2.256  -0.290
H  -0.658  -1.553  -1.630

***

We obtain total energy values of -54575.9938; -29511.1490; -73848.4419; -48749.2818; -76096.8941; -9843.4069 eV for the records listed above, in that order.